{
  "formula": "C34H54BaN4P2Si2",
  "method": "wB97M-V/def2-TZVPD",
  "symbols": ["Ba", "C", "C", "C", "C", "C", "C", "C", "C", "C", "H", "H", "H", "H", "H", "H", "H", "H", "H", "H", "H", "H", "H", "H", "H", "P", "P", "N", "N", "N", "N", "C", "C", "C", "C", "C", "C", "C", "C", "C", "C", "C", "C", "C", "C", "C", "C", "C", "C", "H", "H", "H", "H", "H", "H", "H", "H", "H", "H", "H", "H", "H", "H", "H", "H", "H", "H", "H", "H", "C", "Si", "C", "C", "C", "Si", "C", "C", "C", "H", "H", "H", "H", "H", "H", "H", "H", "H", "H", "H", "H", "H", "H", "H", "H", "H", "H", "H"],
  "xyz": [[-0.679618, -1.443065, 3.136816], [-0.724133, 3.022889, 2.044630], [-1.027646, 1.928887, 1.332001], [-0.432032, 1.396737, 0.060647], [0.760233, 0.423330, 0.128554], [1.997213, 0.916388, 0.830450], [2.251755, 2.153429, 1.270804], [1.539033, 3.429922, 0.919371], [0.499177, 3.878372, 1.960610], [1.746273, -2.100955, 3.984347], [-1.432630, 3.354694, 2.810495], [-1.908814, 1.322032, 1.632555], [-0.185869, 2.202440, -0.639326], [-1.244753, 0.837216, -0.435300], [0.438436, -0.554980, 0.553548], [1.001835, 0.151847, -0.919511], [2.749069, 0.131652, 0.956801], [3.160899, 2.364197, 1.857100], [1.079155, 3.399155, -0.071846], [2.302820, 4.220032, 0.892327], [0.969268, 3.923031, 2.955655], [0.230488, 4.927665, 1.749477], [2.154134, -2.195468, 4.992283], [2.302145, -1.296683, 3.466041], [1.962947, -3.047629, 3.459265], [1.755581, -1.149842, -4.527525], [-1.641559, -0.792854, -4.359158], [3.182648, -0.121803, -4.671466], [2.445044, -2.406201, -5.596062], [-1.747740, 0.964057, -4.343324], [-3.295433, -1.043114, -4.932683], [0.745604, -0.295407, -5.847720], [-0.686487, -0.873472, -5.966945], [3.858639, 0.352486, -3.533278], [4.912279, 1.165988, -3.945241], [4.887910, 1.195623, -5.381755], [3.812152, 0.419244, -5.795968], [2.615142, -3.716348, -5.132223], [3.147437, -4.487537, -6.156142], [3.303074, -3.635266, -7.297823], [2.848115, -2.374308, -6.932219], [-1.341173, 1.681191, -3.209216], [-1.424427, 3.043280, -3.476631], [-1.844181, 3.172895, -4.842523], [-1.981235, 1.893166, -5.361964], [-4.127209, -0.354072, -5.824468], [-5.217490, -1.155909, -6.132488], [-5.078506, -2.375574, -5.388903], [-3.904398, -2.286155, -4.657942], [1.254677, -0.333642, -6.826635], [0.717836, 0.765247, -5.551609], [-1.237573, -0.363342, -6.773920], [-0.646815, -1.942017, -6.231898], [3.514257, 0.068011, -2.550967], [5.613752, 1.684529, -3.301141], [5.574758, 1.722942, -6.033210], [3.442859, 0.231468, -6.795081], [2.336702, -3.957712, -4.114702], [3.401842, -5.532909, -6.100842], [3.706562, -3.902443, -8.262319], [2.769509, -1.476845, -7.526652], [-1.037236, 1.137910, -2.329410], [-1.209760, 3.848607, -2.787009], [-2.026092, 4.094084, -5.380954], [-2.225570, 1.582173, -6.369724], [-3.908075, 0.649862, -6.145743], [-6.012402, -0.906036, -6.817617], [-5.756348, -3.213476, -5.403719], [-3.432868, -2.967752, -3.964587], [-3.200607, -1.581230, 7.487454], [-1.518514, -1.941362, 6.704750], [-0.310354, -2.530654, 8.046817], [-1.748417, -3.389554, 5.515224], [-0.748989, -0.535473, 5.804831], [-0.627134, 1.103187, 6.653420], [1.078745, 1.236712, 7.457370], [-0.689089, 2.433284, 5.324931], [-1.825516, 1.518909, 8.067060], [-3.831228, -2.476814, 7.593824], [-3.778248, -0.868812, 6.885071], [-3.114007, -1.146759, 8.490875], [-0.615823, -3.474883, 8.523247], [0.688499, -2.698651, 7.617208], [-0.196077, -1.786048, 8.846375], [-2.551539, -3.251360, 4.768350], [-0.831477, -3.753907, 5.018073], [-2.065358, -4.193401, 6.190815], [0.309515, -0.834022, 5.555026], [1.863538, 1.226550, 6.691012], [1.179845, 2.170123, 8.025174], [1.275381, 0.402225, 8.145722], [-1.570219, 2.321648, 4.684102], [-0.717051, 3.444688, 5.753187], [0.196387, 2.370052, 4.680512], [-2.876511, 1.358234, 7.802001], [-1.621604, 0.944301, 8.980007], [-1.727336, 2.579167, 8.341126]],
  "atomic_forces_ev_per_a": [[0.3, 0.4, 1.3], [-0.3, -0.2, 0.1], [-0.5, -0.2, 0.5], [0.0, -0.5, -0.6], [-0.1, 0.1, -0.5], [0.2, -0.1, 0.3], [0.5, -0.1, -0.4], [-0.2, 0.5, 0.3], [0.2, 0.4, -0.4], [-0.4, -0.2, -0.6], [0.3, -0.4, -0.1], [0.3, 0.8, 0.0], [-0.1, -0.2, 0.3], [0.2, 0.2, 0.2], [0.2, 0.4, 0.0], [0.0, 0.1, 0.3], [-0.2, 0.3, 0.4], [-0.3, -0.6, -0.3], [0.3, 0.1, 0.2], [-0.1, -0.2, -0.1], [-0.2, -0.2, -0.1], [-0.1, -0.3, 0.0], [-0.1, 0.1, 0.0], [0.2, -0.1, 0.0], [0.2, 0.1, 0.0], [2.0, 0.2, -2.6], [-1.1, 1.7, -1.6], [0.2, 0.9, 0.9], [-0.7, -0.9, 0.4], [1.0, 0.7, 0.6], [-0.3, -1.1, 0.2], [-0.4, 0.1, 0.3], [0.1, -0.4, 0.0], [0.6, 0.5, -1.2], [-0.9, -0.7, -0.1], [-1.0, -0.6, 0.3], [0.5, 0.4, 0.7], [0.3, 0.1, -1.0], [-0.3, 0.8, 0.4], [-0.5, 0.8, 0.9], [0.1, -0.9, 0.2], [-0.6, 0.7, -0.8], [0.0, -1.1, -0.2], [0.2, -1.0, 0.1], [0.0, 0.5, 0.7], [-0.3, -1.0, 0.0], [1.1, 0.1, 0.7], [0.9, 0.4, 0.3], [-0.5, 0.8, -0.9], [-0.3, -0.1, 0.5], [-0.1, -0.2, 0.0], [0.1, -0.2, 0.4], [0.1, 0.2, 0.0], [0.1, 0.0, 0.0], [-0.2, -0.2, -0.1], [-0.2, -0.1, 0.1], [0.2, 0.1, 0.3], [0.1, 0.0, -0.2], [0.0, 0.0, 0.1], [-0.1, 0.0, 0.1], [0.1, -0.3, 0.1], [-0.1, 0.1, -0.1], [0.0, -0.2, -0.1], [0.1, -0.2, 0.1], [0.1, 0.1, 0.3], [-0.1, -0.2, 0.1], [0.0, 0.1, 0.1], [0.0, 0.0, 0.1], [-0.1, 0.0, -0.1], [-0.4, -0.1, 0.0], [1.1, 1.1, -0.1], [-0.1, -0.5, 0.1], [-0.2, -0.6, 0.0], [-0.3, 0.0, -0.2], [0.5, -0.8, -0.2], [0.1, 0.2, 0.1], [-0.2, 0.6, 0.2], [-0.3, 0.1, -0.2], [0.2, 0.1, -0.1], [0.1, -0.1, 0.0], [0.1, 0.0, -0.2], [0.0, 0.2, 0.0], [-0.3, 0.1, 0.0], [-0.1, 0.0, -0.2], [0.1, 0.0, 0.2], [-0.1, 0.2, 0.2], [-0.1, -0.2, -0.4], [-0.6, 0.1, 0.4], [-0.1, 0.0, 0.1], [0.1, -0.1, 0.0], [-0.1, 0.2, -0.2], [0.1, -0.1, 0.2], [0.1, 0.0, -0.1], [-0.1, -0.1, 0.1], [0.1, 0.0, 0.0], [0.0, 0.0, -0.2], [0.1, -0.2, -0.1]],
  "mulliken_charge": [1.5134, -1.2453, -0.2954, -0.3928, 0.4954, -0.5318, -0.4713, -0.8590, -0.6287, -1.7242, 0.5451, 0.6696, -0.0195, 0.7595, -0.0123, -0.1725, 0.5561, 0.3850, 0.2504, 0.4685, 0.3068, 0.4360, 0.2557, 0.3991, 0.4718, -0.0059, -0.1963, 0.4177, 0.3421, 0.3090, 0.3045, -0.6723, -1.1267, -0.4643, -0.5969, -0.6671, -0.0962, -0.4518, -0.6239, -0.6887, -0.0535, -0.3151, -0.2844, -1.2756, -0.1331, -0.1148, -0.5772, -0.5796, -0.4049, 0.4165, 0.4702, 0.4922, 0.5049, 0.4142, 0.4071, 0.4186, 0.2093, 0.3839, 0.4089, 0.4337, 0.2119, 0.0322, 0.4922, 0.4398, 0.5035, 0.2821, 0.4340, 0.4105, 0.3605, -1.1497, 0.5652, -1.1153, -1.3775, -0.4001, -0.3638, -1.0922, -0.7236, -1.0303, 0.3724, 0.3171, 0.3242, 0.3544, 0.2791, 0.3075, 0.2756, 0.3679, 0.2808, 0.3925, 0.3117, 0.3436, 0.2837, 0.1909, 0.3552, 0.0420, 0.3385, 0.2688, 0.3507],
  "relative_energy_kcal_mol": 0.0
}

{
  "formula": "C34H54GeN3O5PbSSi2",
  "method": "wB97M-V/def2-TZVPD",
  "symbols": ["Pb", "O", "C", "C", "N", "C", "C", "O", "O", "C", "C", "O", "O", "H", "H", "H", "H", "H", "H", "H", "H", "H", "C", "Si", "C", "C", "C", "C", "C", "C", "N", "C", "S", "H", "H", "H", "H", "H", "H", "H", "H", "H", "H", "H", "H", "N", "H", "H", "H", "C", "C", "C", "C", "C", "C", "Si", "C", "C", "C", "C", "C", "C", "H", "H", "H", "H", "H", "H", "H", "H", "H", "H", "H", "C", "C", "C", "C", "Ge", "C", "C", "C", "C", "H", "H", "H", "H", "H", "H", "H", "H", "H", "H", "H", "H", "H", "H", "H", "H", "H", "H", "H"],
  "xyz": [[-0.657102, -1.258830, -0.175728], [-2.740402, -2.968730, 2.561172], [-3.089702, -1.936830, 3.427772], [-1.994802, -0.888630, 3.670172], [-1.692802, 0.059070, 2.596272], [-2.866802, 0.656770, 1.982872], [-3.651702, -0.304530, 1.024572], [-4.826902, -0.031830, 0.831972], [-3.012602, -1.273430, 0.525772], [-0.783902, 1.062470, 3.143272], [0.659998, 0.649870, 2.916872], [1.356498, 0.190270, 3.784272], [1.111098, 0.809070, 1.679672], [-2.787302, -2.595330, 1.656572], [-3.290702, -2.405430, 4.400072], [-4.013802, -1.435630, 3.107272], [-1.063602, -1.417530, 3.900572], [-2.312002, -0.325330, 4.570472], [-2.539802, 1.485570, 1.344172], [-3.579102, 1.056570, 2.724072], [-0.936902, 1.203970, 4.226572], [-0.938302, 2.022870, 2.643872], [-6.047902, -1.320330, -4.937028], [-4.178302, -1.706430, -4.781328], [-4.022302, -3.532530, -4.285828], [-3.429602, -1.428630, -6.530228], [-3.357802, -0.367230, -3.728428], [-3.763802, 0.949070, -3.870228], [-3.097702, 1.986670, -3.227128], [-1.966302, 1.657370, -2.508528], [-1.558902, 0.415170, -2.342528], [-2.267602, -0.590930, -2.864228], [-1.729302, -2.168430, -2.419728], [-6.535402, -2.058530, -5.568228], [-6.230302, -0.345930, -5.380228], [-6.533502, -1.338430, -3.966728], [-4.607202, -4.163430, -4.951528], [-4.377502, -3.684430, -3.271528], [-2.990002, -3.862030, -4.311428], [-3.874002, -2.088930, -7.269028], [-2.358102, -1.602330, -6.528128], [-3.593402, -0.406230, -6.860328], [-4.618602, 1.180770, -4.494228], [-3.436002, 3.010070, -3.299428], [-1.340202, 2.413670, -2.040628], [1.233198, -1.236130, -2.122528], [0.842098, -0.665930, -2.860028], [1.113598, -2.203530, -2.395928], [2.222798, -1.050330, -2.015828], [4.628798, -2.350130, -1.321428], [4.137098, -1.656630, -0.225728], [2.968598, -2.067430, 0.389772], [2.243798, -3.169730, -0.063328], [2.768698, -3.859630, -1.155428], [3.942698, -3.465630, -1.775928], [0.476798, -3.556330, 0.612172], [0.872598, -4.021730, 2.422872], [1.323098, -3.071530, 3.333572], [1.697498, -3.410530, 4.620872], [1.618998, -4.727030, 5.039972], [1.134998, -5.685430, 4.165672], [0.768098, -5.331930, 2.880672], [5.529698, -2.019530, -1.820128], [4.664298, -0.781830, 0.136772], [2.606198, -1.506630, 1.236172], [2.235298, -4.720730, -1.529928], [4.320998, -4.019830, -2.625028], [0.292598, -4.915030, 0.035972], [1.391198, -2.036830, 3.036272], [2.056198, -2.642030, 5.294272], [1.931098, -5.003930, 6.040572], [1.055498, -6.717530, 4.488972], [0.396398, -6.089530, 2.206372], [4.062298, 4.963170, -1.956328], [3.718598, 3.646970, -1.267928], [2.431698, 3.024470, -1.799028], [1.975398, 1.846470, -0.946928], [1.037998, 2.355470, 0.733572], [1.792098, 3.619570, 2.104372], [1.345198, 5.067870, 1.953972], [1.659998, 5.906570, 3.193172], [3.154498, 6.027270, 3.469572], [5.029898, 5.333070, -1.619728], [3.310898, 5.718870, -1.731528], [4.102498, 4.832570, -3.036328], [3.619098, 3.825170, -0.193928], [4.537298, 2.938270, -1.412028], [2.596798, 2.690570, -2.825928], [1.643398, 3.780770, -1.824528], [2.813098, 1.191670, -0.702728], [1.243498, 1.244370, -1.488028], [-0.422602, 2.732470, 0.451072], [2.879098, 3.547070, 2.079072], [1.479398, 3.239670, 3.081172], [0.265998, 5.093870, 1.777772], [1.824398, 5.510470, 1.078472], [1.169898, 5.457270, 4.059772], [1.236998, 6.905670, 3.060372], [3.586698, 5.057670, 3.700272], [3.324898, 6.681970, 4.319972], [3.672398, 6.441270, 2.606672]],
  "atomic_forces_ev_per_a": [[-0.3, 1.2, 0.3], [0.2, -0.4, -0.4], [0.1, 0.4, 0.2], [-0.2, -0.4, 0.2], [0.0, 0.2, 0.1], [-0.2, -0.3, -0.3], [-0.1, 0.8, 0.7], [-0.4, 0.2, -0.1], [0.4, -0.7, -0.4], [0.1, 0.0, 0.0], [-0.2, 0.2, 0.4], [0.1, -0.2, 0.2], [0.3, -0.2, -0.4], [-0.1, 0.0, 0.2], [0.0, 0.2, -0.1], [0.0, -0.1, 0.1], [-0.1, 0.0, 0.2], [0.1, 0.0, 0.0], [0.0, 0.0, 0.1], [0.0, 0.0, -0.1], [0.0, 0.1, -0.2], [-0.1, 0.0, 0.0], [0.7, -0.1, 0.1], [-0.4, -0.1, -0.7], [0.1, 0.6, -0.1], [-0.3, -0.2, 0.6], [-0.1, -0.4, 0.1], [-0.1, 0.1, 0.0], [0.0, 0.1, -0.1], [-0.2, 0.4, -0.1], [0.2, 0.1, 0.0], [0.2, 0.2, -0.2], [0.0, -1.0, 0.0], [0.0, -0.2, -0.1], [0.0, 0.2, -0.1], [-0.1, 0.0, 0.2], [-0.2, 0.0, -0.2], [0.0, 0.0, 0.2], [0.1, 0.0, 0.0], [-0.1, -0.2, -0.1], [0.2, -0.1, 0.1], [-0.1, 0.2, 0.0], [-0.1, 0.0, 0.0], [0.0, 0.0, 0.0], [-0.1, 0.1, 0.0], [0.2, -0.1, -0.2], [-0.1, 0.1, 0.0], [0.1, 0.0, -0.1], [0.1, 0.0, 0.0], [0.0, 0.0, -0.1], [0.2, 0.1, 0.0], [0.0, 0.0, 0.2], [-0.3, 0.0, 0.0], [-0.1, -0.1, 0.1], [0.2, 0.0, -0.1], [1.0, -1.1, 0.4], [-0.3, 0.2, -0.1], [0.0, 0.2, -0.1], [0.1, 0.1, 0.2], [0.0, 0.0, 0.2], [0.1, -0.2, 0.2], [-0.1, -0.1, -0.3], [0.1, 0.0, 0.0], [0.0, 0.0, 0.1], [-0.1, 0.2, 0.2], [-0.1, -0.2, -0.1], [0.0, 0.0, 0.0], [-0.2, -0.1, -0.2], [0.0, 0.1, 0.0], [0.0, 0.0, 0.0], [0.0, 0.0, 0.0], [0.0, 0.0, 0.0], [0.0, -0.2, -0.1], [0.0, -0.2, 0.1], [-0.1, 0.2, -0.2], [0.1, 0.0, 0.3], [-0.4, 0.2, 0.5], [0.7, 0.0, 0.1], [-0.1, -0.3, -0.7], [-0.2, -0.1, 0.2], [0.1, 0.1, -0.2], [-0.3, 0.0, 0.0], [0.0, 0.1, 0.0], [-0.1, 0.1, 0.0], [0.0, 0.0, -0.1], [0.1, -0.1, 0.1], [0.0, -0.1, 0.1], [-0.1, 0.1, -0.1], [0.0, 0.1, -0.2], [0.0, -0.1, 0.1], [-0.1, -0.1, 0.1], [-0.1, 0.1, 0.0], [0.1, -0.1, 0.0], [-0.1, -0.1, 0.0], [0.0, 0.1, -0.1], [0.0, 0.1, -0.1], [-0.1, 0.0, 0.0], [0.0, 0.0, 0.1], [0.1, -0.1, 0.0], [0.1, 0.1, 0.1], [0.1, 0.0, -0.1]],
  "mulliken_charge": [0.4153, -0.5700, -0.9530, -0.4438, 1.2757, -0.5813, 0.2593, -0.7855, -0.9833, -1.3328, 0.5281, -0.6589, -0.2462, 0.5185, 0.4369, 0.3320, 0.0383, 0.3748, 0.3412, 0.1757, 0.3075, 0.5525, -1.1560, 0.2125, -1.0527, -1.1965, 0.2312, -0.0538, -1.2108, -0.2048, -0.0305, 0.5346, -0.6312, 0.3252, 0.3365, 0.3547, 0.3527, 0.3464, 0.3223, 0.3459, 0.3229, 0.3519, 0.2735, 0.3926, 0.3155, -0.4670, 0.2514, 0.2772, 0.0808, -0.5889, -0.8704, 0.5219, 0.0422, -0.5776, -0.5284, 1.2268, 0.4943, 0.3160, -0.8239, -0.4182, -0.5635, -0.5339, 0.3687, 0.4431, 0.0305, 0.3670, 0.3780, -0.5638, -0.1610, 0.4612, 0.3624, 0.3723, 0.3259, -1.4834, 0.1531, -1.0428, 0.2784, 0.3613, -1.1279, -0.3117, -0.6470, -1.1207, 0.4001, 0.3285, 0.3567, -0.0068, 0.3199, 0.4629, 0.3160, 0.2859, -0.3412, -0.2083, 0.5041, 0.6556, 0.3262, 0.2080, 0.3123, 0.3792, 0.2717, 0.3846, 0.2792],
  "charge": -1,
  "relative_energy_kcal_mol": 28.9
}

Values for orbital gap, eV, ordered as above
5.75 6.34
Values for HOMO energy, eV, ordered as above
-6.532 -4.144